Entry 1:
Computed, not measured: a molecular structure, C35H46CdN6O3P2 in a non-equilibrium geometry, with ωB97M-V with the def2-TZVPD basis set.

```
93
Properties=species:S:1:pos:R:3:forces:R:3
Cd 0.30957 -1.79684 3.66411 -0.120 0.569 0.816
C -0.82383 1.84186 2.63734 -0.263 -0.221 0.249
C -1.08344 0.91392 1.71398 -0.085 -0.357 0.125
C -0.54232 0.84415 0.31101 0.038 -0.113 -0.450
C 0.73544 -0.01403 0.14055 -0.146 -0.094 -0.288
C 1.81431 0.17969 1.17409 0.324 0.198 0.205
C 2.08702 1.32491 1.81207 0.119 -0.535 0.156
C 1.40034 2.63832 1.59424 -0.122 0.540 0.028
C 0.23208 2.90192 2.58022 0.219 0.346 -0.172
C 2.30981 -1.78794 4.39008 0.650 -0.408 -0.252
H -1.42129 1.86183 3.55654 0.378 -0.340 -0.211
H -1.76394 0.08553 1.95820 -0.138 0.527 0.033
H -0.38904 1.84554 -0.11090 -0.142 -0.334 0.188
H -1.32541 0.38515 -0.31633 0.218 0.134 0.234
H 0.42978 -1.07321 0.14682 0.131 0.182 0.033
H 1.14822 0.15651 -0.87187 -0.140 -0.065 0.270
H 2.42067 -0.71398 1.38155 -0.214 0.448 0.050
H 2.85488 1.34135 2.59799 -0.213 -0.195 -0.378
H 1.04550 2.73839 0.56444 0.261 0.015 0.261
H 2.14395 3.43776 1.74069 -0.228 -0.182 -0.039
H 0.64577 3.02552 3.59453 -0.199 -0.119 -0.235
H -0.23635 3.86820 2.32701 0.164 -0.164 0.076
H 2.27373 -1.29102 5.37011 -0.214 -0.124 -0.362
H 2.97970 -1.23295 3.72492 -0.079 -0.274 0.192
H 2.64017 -2.83045 4.51792 0.098 0.475 -0.083
P 1.72485 -1.28506 -5.05438 2.245 0.075 -1.343
P -1.33258 -0.79069 -4.71129 -1.753 1.369 -0.774
N 3.15959 -0.28495 -4.94633 0.166 0.942 0.487
N 2.52972 -2.52914 -6.02238 -0.629 -0.957 -0.072
N -1.62719 0.92473 -4.43631 0.879 0.508 0.542
N -2.99784 -1.15192 -5.10048 -0.590 -0.956 -0.364
C 0.86664 -0.35850 -6.42556 -0.293 0.052 -0.006
C -0.64879 -0.66101 -6.43812 0.140 -0.226 0.038
C 3.56862 0.33743 -3.75603 0.498 0.174 -1.010
C 4.62931 1.18126 -4.04369 -0.694 -0.554 -0.265
C 4.87948 1.09430 -5.45480 -1.010 -0.696 0.092
C 3.95660 0.20396 -5.98700 0.311 0.476 1.018
C 2.67076 -3.84302 -5.54534 0.171 0.184 -1.190
C 3.12511 -4.64674 -6.58118 -0.262 0.861 0.413
C 3.27600 -3.81045 -7.73747 -0.395 0.827 0.796
C 2.90671 -2.52371 -7.36768 -0.038 -1.045 0.235
C -1.40536 1.49449 -3.17455 -0.178 0.754 -0.859
C -1.50376 2.87448 -3.28291 -0.001 -0.985 -0.264
C -1.78331 3.17418 -4.65581 0.043 -1.167 -0.110
C -1.84812 1.96651 -5.33936 0.272 0.522 0.844
C -3.91514 -0.43849 -5.88470 -0.389 -1.092 0.264
C -5.03007 -1.23884 -6.09661 1.203 0.087 0.430
C -4.78696 -2.49852 -5.44697 0.760 0.467 0.055
C -3.53835 -2.42775 -4.85548 -0.529 0.896 -0.565
H 1.28814 -0.61012 -7.41034 -0.103 0.192 0.448
H 1.05287 0.71581 -6.24877 -0.131 -0.391 0.067
H -1.17604 0.09329 -7.04317 0.090 -0.438 0.259
H -0.84781 -1.64918 -6.89206 0.103 0.308 0.142
H 3.06148 0.10462 -2.83043 0.109 0.055 -0.066
H 5.15426 1.80997 -3.34094 -0.030 -0.121 0.009
H 5.62887 1.63019 -6.01654 -0.021 -0.057 0.044
H 3.80565 -0.12333 -7.00402 0.125 0.103 0.222
H 2.42434 -4.06903 -4.51849 0.021 -0.019 -0.104
H 3.31642 -5.70909 -6.53129 0.008 0.138 0.071
H 3.60001 -4.11054 -8.72356 0.021 0.041 0.127
H 2.87224 -1.61788 -7.95574 0.041 -0.316 0.039
H -1.19674 0.85415 -2.33080 -0.013 0.119 -0.109
H -1.38201 3.58560 -2.47852 -0.033 -0.102 -0.065
H -1.91205 4.15234 -5.09498 -0.032 -0.098 0.038
H -2.03480 1.76915 -6.38487 0.082 0.161 0.201
H -3.70840 0.57103 -6.20266 -0.128 -0.183 0.098
H -5.90350 -0.96374 -6.66708 0.030 0.024 0.084
H -5.44781 -3.35187 -5.44359 0.060 0.055 0.086
H -2.97095 -3.14520 -4.28101 -0.113 0.032 -0.026
C -2.91147 1.28318 9.41226 -0.159 -0.044 0.048
C -2.35740 1.27562 7.99762 0.202 -0.302 -0.403
C -1.26403 0.18172 7.77758 0.170 -0.462 -0.279
C -0.10825 0.30883 8.82549 -0.260 -0.464 -0.258
C 0.44351 1.71184 9.01570 0.211 0.129 -0.139
C -1.91825 -1.20886 7.93238 -0.320 -0.011 1.323
O -2.13462 -1.73841 9.01570 0.154 0.626 -1.497
N -2.36122 -1.82031 6.74591 -0.059 -0.815 0.001
C -1.55578 -1.79454 5.62140 0.531 0.934 0.169
O -1.55704 -2.72080 4.76370 -0.208 0.616 0.405
N -0.74019 -0.73617 5.47342 -0.514 -0.806 -0.608
C -0.69265 0.31488 6.33979 0.621 1.392 -0.256
O -0.14542 1.36279 5.97444 -0.663 -1.000 0.720
H -3.25589 0.28142 9.69573 0.052 0.291 0.069
H -3.76150 1.96878 9.45993 0.087 -0.043 0.105
H -2.15490 1.61438 10.13362 -0.251 -0.118 -0.106
H -3.16531 1.10292 7.26601 0.199 0.094 0.216
H -1.89775 2.24158 7.74585 -0.086 -0.288 0.009
H -0.47677 -0.09111 9.78062 0.065 0.042 -0.311
H 0.70561 -0.35828 8.49609 -0.221 0.135 0.122
H -0.22009 2.34630 9.61665 0.139 -0.102 -0.228
H 1.39613 1.62989 9.54863 -0.113 0.141 -0.031
H 0.62919 2.18056 8.04120 -0.033 -0.006 0.333
H -2.88133 -2.68510 6.86426 0.146 0.130 0.193
```
Positions in Å, forces in eV/Å.

multiplicity: 1
energy above the lowest of the compared OMol25 structures with the same formula, charge and spin: 0.00 kJ/mol
HOMO-LUMO gap: 7.767 eV
calculated total energy: -2765.94342 a.u.
strongest force on any atom: 0.051 Eh/bohr
LUMO level: -0.72 eV

---

Entry 2:
Computed, not measured: a molecular structure, C35H46CeCl2N3P in a non-equilibrium geometry, with ωB97M-V with the def2-TZVPD basis set.

```
88
Properties=species:S:1:pos:R:3:forces:R:3
P 0.69877 1.80378 -0.57744 -0.009 -0.648 0.223
C 0.47016 3.00646 0.84316 0.378 -0.275 -0.091
C 1.28444 4.30406 0.81061 -0.109 0.177 0.140
C 1.15253 5.03099 2.16412 -0.015 -0.067 -0.033
C -0.30527 5.28640 2.57159 -0.031 0.031 -0.121
C -1.15953 4.01581 2.48124 0.122 -0.072 -0.078
C -1.00891 3.30762 1.12266 -0.068 0.141 0.125
C -0.19297 2.40766 -2.10598 0.152 -0.163 0.031
C 0.04826 3.84183 -2.59113 -0.088 0.113 -0.118
C -0.64500 4.06609 -3.95263 -0.031 -0.052 0.026
C -2.14359 3.72832 -3.93696 -0.026 0.006 0.173
C -2.41895 2.34501 -3.33194 0.130 0.005 -0.008
C -1.70273 2.14105 -1.98683 -0.225 -0.090 -0.074
C 2.53182 1.83160 -0.99980 -0.230 0.897 -0.102
C 3.38905 1.35591 0.18807 -0.004 0.003 0.050
C 4.89346 1.34649 -0.12732 -0.120 0.085 -0.077
C 5.23738 0.56711 -1.40036 -0.184 -0.091 0.051
C 4.35783 0.94947 -2.59574 -0.080 0.234 0.090
C 2.85496 1.00824 -2.26052 -0.093 -0.220 -0.022
H 0.83222 2.40443 1.70016 -0.074 0.183 -0.296
H 0.91797 4.94641 -0.00489 0.087 -0.064 0.172
H 2.34786 4.11040 0.61665 -0.208 0.005 0.004
H 1.70995 5.97603 2.13477 -0.088 -0.145 0.037
H 1.62014 4.40474 2.93858 -0.003 0.080 -0.141
H -0.33832 5.67910 3.59571 0.016 -0.026 -0.159
H -0.73750 6.06653 1.92870 0.061 -0.128 0.005
H -0.84390 3.32082 3.27386 -0.078 0.063 -0.131
H -2.21619 4.25430 2.66124 0.192 -0.048 -0.010
H -1.59672 2.37976 1.12334 0.116 0.229 -0.101
H -1.40755 3.95753 0.32700 0.077 -0.113 0.199
H 0.19227 1.72690 -2.88636 -0.104 0.057 0.206
H -0.15694 3.42877 -4.70370 0.018 0.085 0.106
H 1.12024 4.05691 -2.69941 -0.146 -0.050 0.079
H -0.35275 4.55611 -1.85538 0.057 -0.137 -0.121
H -0.50391 5.10690 -4.27386 0.016 -0.196 0.036
H -2.54619 3.76774 -4.95828 0.093 0.057 0.182
H -2.68643 4.49057 -3.35886 0.115 -0.097 -0.027
H -3.50066 2.19851 -3.19926 0.244 0.013 -0.030
H -2.07938 1.57189 -4.03890 -0.022 0.093 0.155
H -1.88627 1.12040 -1.62867 0.117 0.268 -0.035
H -2.13546 2.81816 -1.23599 0.046 -0.152 -0.207
H 2.71267 2.90576 -1.19713 0.455 -0.335 -0.014
H 3.21498 1.96897 1.08619 -0.051 -0.167 -0.263
H 3.08444 0.33484 0.47630 0.034 0.190 -0.123
H 5.24225 2.38252 -0.23026 -0.051 -0.072 -0.005
H 5.43439 0.91190 0.72358 -0.077 0.138 -0.121
H 5.12197 -0.50869 -1.20766 0.003 0.105 0.023
H 6.29049 0.73659 -1.65051 -0.100 -0.126 0.008
H 4.51458 0.22539 -3.40607 -0.053 0.172 0.101
H 4.68221 1.92485 -2.98199 -0.064 -0.046 0.068
H 2.30995 1.39664 -3.13446 0.141 -0.076 0.253
H 2.47902 -0.01717 -2.11452 0.119 0.231 -0.023
Ce 0.19870 -1.08450 0.41343 -1.569 2.699 -0.331
Cl 0.21271 -1.41819 -2.17848 -0.010 -0.246 -0.178
Cl 1.23329 -0.11466 2.59592 0.305 -0.179 0.342
C -1.80926 -0.24856 0.76830 1.672 -0.725 0.395
H -1.74864 0.28867 1.73800 0.209 -0.184 -0.200
C -3.16779 -0.42189 0.34943 -0.738 0.110 -0.587
C -3.46728 -0.89729 -0.96100 0.174 0.069 0.565
C -4.77047 -1.20877 -1.31024 -0.620 -0.007 0.204
C -5.81977 -1.02918 -0.38834 0.488 0.151 0.156
C -5.53953 -0.47925 0.87791 -0.490 -0.172 -0.413
C -4.24619 -0.14770 1.23322 0.449 -0.169 -0.371
H -2.64494 -1.00450 -1.68288 -0.378 -0.084 0.346
H -4.98869 -1.60046 -2.30701 0.050 0.148 0.281
H -6.35587 -0.31077 1.58736 0.246 -0.026 -0.284
H -4.02412 0.31994 2.19823 -0.102 -0.288 -0.287
H -6.84326 -1.28671 -0.65476 0.232 0.047 0.029
N 2.15391 -11.48463 3.59066 -0.862 2.587 -0.709
C 1.79291 -10.41275 3.28056 0.996 -2.479 0.653
C 1.32271 -9.11430 2.87736 -0.003 0.095 -0.331
C 1.83544 -7.95066 3.45353 0.089 0.357 0.105
C 1.35412 -6.70217 3.05610 -0.188 -0.300 -0.056
C 0.28529 -6.65210 2.15771 0.012 -0.177 0.316
C -0.25743 -7.80942 1.60002 0.564 -0.209 -0.109
C 0.34706 -9.03571 1.87900 -0.558 0.317 0.115
N -0.25713 -5.40077 1.75961 -0.332 0.626 0.256
C -1.58050 -5.18247 1.35575 0.590 0.226 -0.319
C -1.60870 -3.95818 0.76125 1.184 0.058 0.188
N -0.32634 -3.38085 0.85108 -0.047 -2.366 1.331
C 0.44867 -4.26879 1.51328 -1.140 0.447 -1.236
H 2.61613 -8.02698 4.21326 -0.256 0.060 -0.281
H 1.76736 -5.77196 3.44960 -0.113 -0.392 0.049
H -1.09372 -7.73692 0.90565 0.372 -0.083 0.055
H 0.04354 -9.92397 1.32676 -0.058 0.139 0.375
H -2.35574 -5.89945 1.57284 0.099 0.026 -0.184
H -2.39661 -3.44638 0.22466 -0.040 0.002 0.320
H 1.50897 -4.14611 1.75755 -0.584 -0.084 -0.215
```
Positions in Å, forces in eV/Å.

multiplicity: 1
energy above the lowest of the compared OMol25 structures with the same formula, charge and spin: 0.00 kJ/mol
HOMO-LUMO gap (spin up / spin down): 5.487 / 5.491 eV
calculated total energy: -3262.46741 a.u.
strongest force on any atom: 0.061 Eh/bohr
LUMO level (spin up / spin down): -0.81 / -0.81 eV